*one*
Molecular formula: C2H15O5S
Method: DFT, wB97M-V/def2-TZVPD

Output
Gap between HOMO and LUMO: 7.11 eV

```
! wB97M-V def2-TZVPD RIJCOSX def2/J DEFGRID3
* xyz -1 1
C 0.93 2.61 -0.32
C 0.43 1.20 -0.64
S 1.45 -0.14 0.16
H 1.99 2.66 -0.61
H 0.87 2.68 0.76
H 0.19 3.33 -0.72
H 0.28 1.04 -1.70
H -0.51 1.01 -0.16
H -2.62 1.10 1.78
H -1.20 0.82 2.26
O -2.06 1.13 2.57
H 0.76 -1.72 2.20
H -0.24 -2.94 1.75
O 0.24 -2.49 2.45
H -2.12 0.94 -0.33
H -2.45 -0.52 -0.14
O -2.77 0.35 0.07
H 2.58 -1.14 -1.78
H 1.77 -0.13 -2.64
O 2.18 -1.00 -2.64
H -0.37 -2.89 -0.11
H 0.74 -2.71 -1.27
O -0.06 -3.17 -0.95
*
```

*two*
Molecular formula: C2H15O5S
Method: DFT, wB97M-V/def2-TZVPD

Output
Gap between HOMO and LUMO: 7.60 eV

```
! wB97M-V def2-TZVPD RIJCOSX def2/J DEFGRID3
* xyz -1 1
C 2.34 -1.26 -0.97
C 1.22 -0.33 -1.53
S -0.04 0.40 -0.08
H 2.05 -1.47 0.07
H 3.33 -0.77 -0.73
H 2.54 -2.06 -1.72
H 0.57 -1.01 -2.19
H 1.66 0.48 -2.13
H -0.43 -3.72 1.32
H -0.29 -3.11 0.07
O 0.20 -3.81 0.66
H -1.86 -1.57 -0.96
H -2.44 -0.61 0.03
O -2.65 -1.50 -0.36
H 1.42 1.13 1.39
H 2.38 2.07 1.73
O 2.27 1.09 1.87
H -0.04 2.55 2.10
H -1.01 3.01 1.12
O -0.38 3.41 1.75
H -3.05 0.74 -1.34
H -1.55 1.44 -1.36
O -2.44 1.56 -1.55
*
```

Winner for stability: *one*

*one*
Molecular formula: C2H2ClNO
Method: DFT, wB97M-V/def2-TZVPD

Output
Gap between HOMO and LUMO (spin up / spin down): 8.22 / 8.22 eV

```
! wB97M-V def2-TZVPD RIJCOSX def2/J DEFGRID3
* xyz 0 1
C -0.82 0.24 0.34
C -0.51 -0.11 -0.93
N -1.55 -0.42 -1.62
O -1.88 -0.60 -0.22
Cl 2.90 -0.09 0.54
H -0.38 -0.04 1.27
H 2.24 1.01 0.63
*
```

*two*
Molecular formula: C2H2ClNO
Method: DFT, wB97M-V/def2-TZVPD

Output
SMILES: O=C1N[C@@H]1Cl
Gap between HOMO and LUMO: 10.84 eV

```
! wB97M-V def2-TZVPD RIJCOSX def2/J DEFGRID3
* xyz 0 1
O 0.88 1.91 -0.04
C 0.39 0.84 -0.08
N 0.47 -0.39 -0.66
C -0.51 -0.23 0.40
Cl -2.20 -0.40 -0.18
H 1.20 -0.99 -0.71
H -0.23 -0.74 1.27
*
```

Winner for stability: *two*

*one*
Molecular formula: C2H9OS
Method: DFT, wB97M-V/def2-TZVPD

Output
Gap between HOMO and LUMO: 12.66 eV

```
! wB97M-V def2-TZVPD RIJCOSX def2/J DEFGRID3
* xyz 1 1
O -2.75 -0.15 0.77
H -3.29 -0.07 -0.05
H -3.50 -0.53 1.28
H -0.84 0.03 0.33
C 1.10 1.52 -0.32
S 0.51 0.13 0.57
C 1.11 -1.42 -0.13
H 2.17 1.45 -0.54
H 1.02 2.43 0.27
H 0.69 1.59 -1.33
H 2.16 -1.42 0.16
H 0.51 -2.25 0.20
H 1.11 -1.31 -1.21
*
```

*two*
Molecular formula: C2H9OS
Method: DFT, wB97M-V/def2-TZVPD

Output
Gap between HOMO and LUMO: 9.15 eV

```
! wB97M-V def2-TZVPD RIJCOSX def2/J DEFGRID3
* xyz 1 1
O 1.15 1.71 2.13
H 1.57 1.21 2.80
H -3.37 4.25 2.65
H 0.64 2.23 2.78
C -0.22 -2.04 -1.66
C 0.06 -1.37 -0.42
S -0.26 0.21 -0.64
H 0.42 -3.00 -1.70
H -0.10 -1.47 -2.60
H -1.10 -2.63 -1.70
H -2.76 3.89 2.79
H 0.61 -2.01 0.33
H -0.07 0.89 0.40
*
```

Winner for stability: *one*

*one*
Molecular formula: C2H9OS
Method: DFT, wB97M-V/def2-TZVPD

Output
Gap between HOMO and LUMO: 9.23 eV

```
! wB97M-V def2-TZVPD RIJCOSX def2/J DEFGRID3
* xyz 1 1
O 2.74 0.95 0.33
H 3.07 1.68 0.86
H -3.10 -3.38 -0.20
H 3.14 0.93 -0.52
C 0.30 -1.37 0.35
C -0.13 0.01 0.29
S -1.46 0.40 -0.56
H 1.24 -1.65 -0.12
H -0.42 -2.18 0.46
H 0.83 -1.52 1.33
H -2.67 -2.86 0.09
H 0.24 0.68 1.06
H -1.60 1.75 -0.44
*
```

*two*
Molecular formula: C2H9OS
Method: DFT, wB97M-V/def2-TZVPD

Output
Gap between HOMO and LUMO: 12.42 eV

```
! wB97M-V def2-TZVPD RIJCOSX def2/J DEFGRID3
* xyz 1 1
O 2.68 -0.58 0.18
H 3.40 -0.99 0.66
H 3.13 0.17 -0.26
H 1.03 -0.22 0.25
C -1.41 -1.15 0.49
S -0.22 -0.15 -0.42
C -0.81 1.49 -0.67
H -1.53 -1.00 1.56
H -2.43 -1.00 0.13
H -1.13 -2.17 0.26
H -0.56 2.21 0.12
H -1.89 1.49 -0.78
H -0.26 1.90 -1.52
*
```

Winner for stability: *two*